# 1
{"formula": "C32H41AsBF5N7O7PPbS4", "method": "ωB97M-V/def2-TZVPD", "homo_ev": [-7.73, -7.78], "homo_lumo_gap_ev": [5.28, 4.69], "total_charge": 0, "symbols": ["Pb", "C", "N", "C", "C", "N", "B", "N", "C", "C", "N", "C", "C", "S", "C", "S", "H", "H", "H", "H", "H", "H", "H", "H", "H", "H", "H", "H", "F", "C", "C", "F", "C", "F", "C", "S", "C", "F", "C", "F", "O", "As", "O", "O", "C", "C", "C", "C", "C", "C", "S", "O", "O", "O", "H", "H", "H", "H", "H", "O", "P", "N", "C", "C", "C", "C", "N", "C", "C", "C", "C", "N", "C", "C", "C", "C", "H", "H", "H", "H", "H", "H", "H", "H", "H", "H", "H", "H", "H", "H", "H", "H", "H", "H", "H", "H", "H", "H", "H", "H"], "xyz": [[-1.31, -0.06, 0.69], [-3.06, 2.00, -2.58], [-2.74, 2.98, -1.55], [-2.15, 4.20, -1.76], [-2.08, 4.82, -0.55], [-2.62, 3.99, 0.39], [-2.77, 4.34, 1.90], [-1.72, 3.53, 2.78], [-1.87, 3.53, 4.15], [-0.84, 2.85, 4.69], [-0.05, 2.43, 3.64], [1.17, 1.65, 3.76], [-0.60, 2.85, 2.47], [0.12, 2.51, 0.94], [-3.01, 2.86, -0.22], [-3.69, 1.50, 0.52], [-2.93, 2.48, -3.55], [-4.09, 1.67, -2.47], [-2.41, 1.14, -2.50], [-1.85, 4.53, -2.74], [-1.69, 5.79, -0.29], [-2.54, 5.53, 2.02], [-3.87, 4.02, 2.28], [-2.71, 4.01, 4.62], [-0.61, 2.61, 5.72], [1.12, 1.05, 4.66], [2.04, 2.31, 3.81], [1.27, 1.01, 2.88], [0.42, -3.13, 7.24], [0.22, -3.03, 5.93], [-0.39, -1.90, 5.41], [-0.77, -0.92, 6.22], [-0.59, -1.81, 4.05], [-1.21, -0.72, 3.59], [-0.18, -2.83, 3.16], [-0.39, -2.73, 1.48], [0.43, -3.96, 3.74], [0.84, -4.96, 2.98], [0.63, -4.07, 5.10], [1.21, -5.14, 5.62], [-1.73, -1.79, -3.72], [-2.09, -1.98, -1.98], [-1.34, -3.36, -1.53], [-1.38, -0.52, -1.42], [-4.02, -1.74, -2.11], [-4.54, -1.51, -3.38], [-5.89, -1.20, -3.54], [-6.72, -1.12, -2.43], [-6.22, -1.36, -1.17], [-4.88, -1.68, -1.01], [-4.34, -2.09, 0.63], [-4.77, -3.44, 0.88], [-4.82, -1.06, 1.52], [-2.86, -1.99, 0.43], [-1.24, -2.60, -3.93], [-3.89, -1.56, -4.24], [-6.28, -1.03, -4.53], [-7.77, -0.86, -2.56], [-6.85, -1.31, -0.29], [1.21, -0.53, 0.41], [2.35, -0.35, -0.54], [3.02, -1.81, -0.84], [4.27, -1.94, -1.61], [4.38, -3.44, -1.90], [2.92, -3.89, -1.93], [2.28, -3.09, -0.81], [2.04, 0.32, -2.01], [1.41, -0.54, -3.05], [0.90, 0.46, -4.11], [1.24, 1.85, -3.57], [1.35, 1.63, -2.07], [3.51, 0.65, 0.08], [4.11, 0.29, 1.37], [5.16, 1.37, 1.56], [5.68, 1.58, 0.14], [4.42, 1.51, -0.71], [5.13, -1.56, -1.04], [4.22, -1.36, -2.55], [4.90, -3.94, -1.08], [4.91, -3.64, -2.82], [2.80, -4.97, -1.79], [2.46, -3.62, -2.89], [2.42, -3.59, 0.16], [1.21, -2.93, -0.95], [0.58, -1.12, -2.64], [2.15, -1.23, -3.45], [-0.18, 0.34, -4.22], [1.36, 0.28, -5.08], [0.49, 2.60, -3.82], [2.21, 2.19, -3.96], [0.35, 1.56, -1.64], [1.91, 2.40, -1.54], [4.59, -0.70, 1.32], [3.36, 0.26, 2.16], [5.94, 1.08, 2.27], [4.69, 2.29, 1.92], [6.37, 0.76, -0.12], [6.21, 2.52, 0.01], [4.59, 1.10, -1.71], [3.98, 2.50, -0.83]], "lowdin_charge": [1.147, 0.001, -0.087, -0.024, -0.050, -0.031, -0.423, 0.014, -0.052, -0.036, -0.120, -0.032, -0.694, 0.657, -0.732, 0.779, 0.097, 0.091, 0.059, 0.126, 0.128, 0.077, 0.070, 0.127, 0.125, 0.090, 0.097, 0.042, 0.153, -0.120, -0.138, 0.127, -0.218, 0.053, -0.470, 0.975, -0.227, 0.119, -0.137, 0.138, -0.266, 0.912, -0.460, -0.626, -0.213, -0.090, -0.077, -0.068, -0.050, -0.271, 0.435, -0.273, -0.360, -0.628, 0.048, 0.092, 0.104, 0.107, 0.123, -0.457, 0.525, -0.181, -0.192, -0.164, -0.163, -0.189, -0.169, -0.164, -0.140, -0.158, -0.223, -0.173, -0.194, -0.170, -0.169, -0.188, 0.104, 0.105, 0.112, 0.109, 0.115, 0.107, 0.111, 0.070, 0.071, 0.101, 0.090, 0.106, 0.102, 0.109, 0.061, 0.091, 0.114, 0.098, 0.111, 0.113, 0.108, 0.110, 0.105, 0.105]}

# 2
{"formula": "C24H48O12", "method": "ωB97M-V/def2-TZVPD", "homo_ev": -9.40, "smiles": "CCOC(=O)OC.CCOC(=O)OC.CCOC(=O)OC.C1CCOC1.C1CCOC1.C1CCOC1", "homo_lumo_gap_ev": 9.79, "total_charge": 0, "symbols": ["C", "C", "O", "C", "O", "O", "C", "H", "H", "H", "H", "H", "H", "H", "H", "C", "C", "O", "C", "O", "O", "C", "H", "H", "H", "H", "H", "H", "H", "H", "C", "C", "O", "C", "O", "O", "C", "H", "H", "H", "H", "H", "H", "H", "H", "C", "C", "C", "O", "C", "H", "H", "H", "H", "H", "H", "H", "H", "C", "C", "C", "O", "C", "H", "H", "H", "H", "H", "H", "H", "H", "C", "C", "C", "O", "C", "H", "H", "H", "H", "H", "H", "H", "H"], "xyz": [[0.43, -0.23, -3.53], [0.62, -1.06, -4.80], [0.75, -2.38, -4.38], [1.97, -2.81, -3.99], [2.96, -2.14, -3.86], [2.02, -4.17, -3.77], [0.88, -5.01, -3.64], [0.36, 0.83, -3.78], [1.20, -0.22, -2.76], [-0.52, -0.44, -3.04], [1.48, -0.60, -5.29], [-0.28, -1.00, -5.41], [0.14, -4.76, -2.88], [1.15, -6.06, -3.49], [0.38, -4.95, -4.60], [-2.92, -0.91, 2.90], [-3.20, -2.38, 3.17], [-2.12, -3.21, 2.72], [-0.89, -3.18, 3.33], [-0.65, -2.78, 4.45], [-0.03, -3.57, 2.44], [1.35, -3.48, 2.70], [-3.88, -0.48, 3.17], [-2.62, -0.72, 1.87], [-2.15, -0.49, 3.55], [-4.04, -2.72, 2.56], [-3.52, -2.56, 4.20], [1.67, -2.70, 3.38], [1.86, -3.28, 1.76], [1.69, -4.39, 3.20], [1.53, 0.22, 3.76], [1.26, 1.59, 3.11], [2.50, 2.21, 2.93], [3.25, 2.15, 1.77], [4.38, 2.66, 1.60], [2.55, 1.51, 0.81], [3.14, 1.48, -0.51], [0.59, -0.25, 4.05], [2.17, 0.38, 4.62], [1.97, -0.52, 3.08], [0.66, 2.22, 3.77], [0.63, 1.51, 2.23], [3.76, 0.57, -0.53], [3.76, 2.34, -0.73], [2.56, 1.25, -1.40], [-2.34, 2.65, 0.80], [-0.95, 2.38, 1.46], [-1.36, 1.75, 2.78], [-2.51, 0.98, 2.48], [-3.29, 1.67, 1.47], [-2.38, 2.55, -0.28], [-2.63, 3.67, 1.04], [-0.29, 3.25, 1.54], [-0.49, 1.60, 0.85], [-1.63, 2.50, 3.52], [-0.64, 1.15, 3.34], [-4.10, 2.17, 2.00], [-3.74, 1.00, 0.73], [1.63, -0.95, -0.76], [1.57, -1.06, 0.76], [0.16, -0.73, 1.05], [-0.14, 0.30, 0.14], [0.50, 0.01, -1.10], [1.48, -1.91, -1.24], [2.57, -0.51, -1.08], [2.22, -0.33, 1.24], [1.85, -2.03, 1.18], [0.04, -0.33, 2.05], [-0.63, -1.47, 0.89], [0.85, 0.87, -1.66], [-0.32, -0.53, -1.58], [-1.49, 3.27, -1.99], [-1.03, 3.45, -3.43], [-0.52, 2.09, -3.92], [-1.21, 1.13, -3.09], [-1.40, 1.73, -1.78], [-2.52, 3.63, -1.90], [-0.94, 3.89, -1.28], [-0.33, 4.23, -3.73], [-1.88, 3.65, -4.09], [0.56, 2.02, -3.84], [-0.65, 1.97, -5.00], [-0.59, 1.50, -1.09], [-2.25, 1.36, -1.22]], "lowdin_charge": [-0.112, -0.168, 0.021, -0.553, 0.147, -0.018, -0.058, 0.006, 0.066, 0.091, 0.131, 0.134, 0.092, 0.092, 0.088, -0.102, -0.186, 0.008, -0.585, 0.117, 0.027, -0.041, 0.112, 0.100, 0.100, 0.119, 0.120, 0.093, 0.074, 0.109, -0.029, -0.256, 0.048, -0.466, 0.099, -0.040, -0.022, 0.075, 0.098, 0.055, 0.131, 0.053, 0.104, 0.111, 0.083, -0.143, -0.125, -0.199, -0.304, -0.137, 0.029, 0.119, 0.133, 0.052, 0.135, 0.071, 0.124, 0.124, -0.108, -0.135, -0.163, -0.205, -0.266, 0.130, 0.079, 0.097, 0.068, 0.097, 0.143, 0.100, 0.124, -0.131, -0.134, -0.214, -0.184, -0.167, 0.113, 0.117, 0.115, 0.109, 0.119, 0.147, 0.078, 0.122]}